One molecule with the formula C9H18OSi2 in a non-equilibrium geometry. Source: the Open Molecules 2025 dataset; level of theory: ωB97M-V/def2-TZVPD.

Positions of all 30 atoms, in Å:
C (-3.020, -0.813, 1.283)
C (-2.327, -1.107, 0.055)
C (-1.174, -0.700, -0.365)
C (-0.589, -1.140, -1.665)
C (0.797, -0.560, -1.716)
C (1.084, 0.149, -3.002)
C (2.558, 0.520, -3.111)
C (0.880, 0.396, -0.621)
C (-0.214, 0.339, 0.184)
Si (-0.137, 1.501, 1.603)
O (0.438, 0.726, 2.969)
Si (0.756, 0.360, 4.568)
H (-4.178, -0.786, 1.101)
H (-2.674, 0.145, 1.777)
H (-2.809, -1.727, 1.814)
H (-2.854, -1.804, -0.649)
H (-0.593, -2.252, -1.706)
H (-1.338, -0.740, -2.396)
H (1.562, -1.398, -1.692)
H (0.636, 1.077, -3.133)
H (0.767, -0.451, -3.904)
H (3.152, -0.299, -2.828)
H (2.773, 0.894, -4.041)
H (2.666, 1.268, -2.421)
H (1.873, 0.819, -0.462)
H (0.787, 2.631, 1.343)
H (-1.228, 2.187, 2.138)
H (2.229, 0.222, 4.357)
H (-0.002, -0.908, 5.132)
H (0.179, 1.453, 5.388)

- energy relative to the best compared isomer or geometry (same formula, charge and spin) (kcal per mole) = 0.00
- net charge = 0
- SMILES string = C/C=C1/C[C@@H](CC)C=C1[SiH2]O[SiH3]

***

A 8-piece molecular cluster, C7H28ClO7 overall. Source: the Open Molecules 2025 dataset; level of theory: ωB97M-V/def2-TZVPD.

Positions of all 43 atoms, in Å:
Cl (0.366, -0.342, 0.525)
C (3.458, -1.131, -1.948)
O (2.368, -1.978, -1.622)
H (4.117, -1.011, -1.081)
H (3.999, -1.591, -2.773)
H (3.131, -0.136, -2.270)
H (1.799, -1.473, -1.020)
C (-2.229, 1.694, -1.439)
O (-0.855, 1.941, -1.585)
H (-2.793, 2.556, -1.814)
H (-2.545, 0.778, -1.941)
H (-2.535, 1.676, -0.380)
H (-0.367, 1.349, -0.995)
C (-1.564, 1.998, 3.595)
O (-1.493, 0.658, 3.180)
H (-0.782, 2.243, 4.321)
H (-1.434, 2.693, 2.754)
H (-2.555, 2.197, 4.008)
H (-0.989, 0.633, 2.356)
C (3.012, -2.771, 1.967)
O (1.615, -2.855, 2.103)
H (3.435, -3.710, 1.583)
H (3.309, -1.975, 1.281)
H (3.517, -2.636, 2.937)
H (1.263, -2.011, 1.771)
C (-3.519, -1.203, 0.255)
O (-2.586, -1.724, 1.152)
H (-3.799, -0.177, 0.518)
H (-3.212, -1.302, -0.792)
H (-4.427, -1.817, 0.327)
H (-1.717, -1.330, 0.976)
C (-0.208, -1.616, -3.772)
O (-0.876, -1.825, -2.544)
H (-0.410, -0.616, -4.169)
H (0.862, -1.807, -3.665)
H (-0.611, -2.342, -4.482)
H (-0.430, -1.301, -1.866)
C (0.874, 3.707, 0.649)
O (1.557, 2.716, 1.389)
H (1.144, 3.672, -0.412)
H (-0.212, 3.615, 0.745)
H (1.166, 4.695, 1.010)
H (1.156, 1.860, 1.168)

- energy relative to the best compared isomer or geometry (same formula, charge and spin) (kcal per mole) = 0.79
- net charge = -1

***

One molecule with the formula C4H6N2O in a non-equilibrium geometry. Source: the Open Molecules 2025 dataset; level of theory: ωB97M-V/def2-TZVPD.

Positions of all 13 atoms, in Å:
C (-0.607, 1.408, -0.303)
C (-0.753, -0.624, 1.097)
C (0.007, 0.166, -0.040)
C (1.413, -0.032, -0.485)
N (-1.002, -1.122, -0.145)
N (-1.412, -1.887, -0.902)
O (-1.468, 1.899, 0.417)
H (-0.081, 2.038, -1.127)
H (-0.125, -1.352, 1.681)
H (-1.532, -0.064, 1.643)
H (1.643, -0.459, -1.514)
H (1.943, -0.791, 0.055)
H (1.973, 0.821, -0.376)

- energy relative to the best compared isomer or geometry (same formula, charge and spin) (kcal per mole) = 121.63
- net charge = 0

***

Question: Which of these has the lowest net charge?
Answer: C7H28ClO7